(1)
{
  "formula": "C24H28F6INO9SSiW",
  "method": "the ωB97M-V functional and the def2-TZVPD basis",
  "orbital_gap_ev": [6.482, 6.481],
  "relative_energy_kcal_mol": 1.4,
  "e_homo_ev": [-2.18, -2.18],
  "energy_ha": -3315.0977,
  "charge": -2,
  "elements": ["W", "I", "S", "Si", "F", "F", "F", "F", "F", "F", "O", "O", "O", "O", "O", "O", "O", "O", "O", "N", "C", "C", "C", "C", "C", "C", "C", "C", "C", "C", "C", "C", "C", "C", "C", "C", "C", "C", "C", "C", "C", "C", "C", "C", "H", "H", "H", "H", "H", "H", "H", "H", "H", "H", "H", "H", "H", "H", "H", "H", "H", "H", "H", "H", "H", "H", "H", "H", "H", "H", "H", "H"],
  "coordinates": [[-0.80068, 0.26030, -1.24825], [-0.32973, 1.02727, -3.96256], [-0.94587, -3.65512, 2.89536], [-1.67781, -1.88000, -2.34256], [2.74752, -0.37826, -3.28189], [2.60559, 2.30342, -3.39923], [3.92267, 2.94330, -1.82379], [3.45889, -1.18997, -1.41241], [1.79659, 3.27926, -1.64546], [4.58374, 0.36317, -2.41413], [1.25802, 0.65679, -1.04304], [-0.69218, 2.29082, -0.97953], [-2.07895, 0.53988, 0.35236], [-0.56221, -1.15917, 0.26422], [-3.83208, 1.24214, 1.51771], [0.43374, 1.51256, 1.68497], [-1.25148, -5.02591, 2.56909], [-1.33455, -3.21060, 4.21162], [-1.79558, 4.23536, -0.89984], [-1.45891, -2.63738, 1.74738], [-2.80251, 0.95166, -2.10688], [-2.64279, 1.29347, 1.23253], [-2.17730, -2.28028, -4.11106], [3.15926, -3.46462, 2.81399], [0.79571, -3.35965, 2.66360], [0.89336, -2.42863, 1.65147], [2.53381, 1.01968, -1.30017], [0.80224, 3.42632, 2.92168], [0.02200, 2.39213, 3.77539], [-1.74644, 2.27152, 1.98435], [0.09196, -1.69198, -2.13269], [1.91315, -3.89432, 3.26752], [3.26200, -2.53460, 1.78046], [-2.79405, -2.87987, -1.21242], [0.49222, 2.93030, 1.50073], [-3.61701, 0.40720, -3.28006], [3.31397, -0.04962, -2.12405], [2.12099, -2.01094, 1.18594], [-0.45169, -2.02749, 1.14779], [-0.95778, 3.31446, 1.13914], [3.28896, 1.21909, 0.03786], [-0.59124, 1.51169, 2.67454], [2.69213, 2.38631, -2.06690], [-1.20909, 3.30354, -0.37263], [-3.42557, 0.82139, -1.23004], [1.87348, 3.37085, 3.12013], [4.05989, -3.86162, 3.26648], [-2.67247, 2.02718, -2.24074], [-2.84722, -2.44987, -0.21540], [-1.64989, -1.64827, -4.82450], [1.82466, -4.62763, 4.05865], [0.74315, -2.11249, -1.37859], [-4.05449, -0.56713, -3.03844], [0.62105, -1.49707, -3.05896], [3.03018, 2.19479, 0.44543], [-0.82481, 0.48814, 2.96229], [2.94791, 0.47410, 0.74616], [-3.25243, -2.19019, -4.26817], [4.36994, 1.16958, -0.08325], [0.47458, 4.45492, 3.08067], [-4.45235, 1.08464, -3.49626], [-1.19435, 4.31957, 1.48937], [-2.45572, -3.91577, -1.11694], [2.14652, -1.30692, 0.37019], [-2.39010, 2.76931, 2.70746], [-3.80071, -2.90054, -1.63909], [-0.73527, 2.84036, 4.42028], [0.69756, 1.80207, 4.39494], [4.23934, -2.22141, 1.43337], [1.21628, 3.17197, 0.72940], [-1.88533, -3.31901, -4.29489], [-3.04242, 0.30582, -4.19970]]
}


(2)
{
  "formula": "C24H28FN3O3SScSi",
  "method": "the ωB97M-V functional and the def2-TZVPD basis",
  "orbital_gap_ev": 8.027,
  "e_homo_ev": -10.48,
  "energy_ha": -2869.6243,
  "charge": 1,
  "elements": ["Sc", "S", "Si", "F", "O", "O", "O", "N", "N", "N", "C", "C", "C", "C", "C", "C", "C", "C", "C", "C", "C", "C", "C", "C", "C", "C", "C", "C", "C", "C", "C", "C", "C", "C", "H", "H", "H", "H", "H", "H", "H", "H", "H", "H", "H", "H", "H", "H", "H", "H", "H", "H", "H", "H", "H", "H", "H", "H", "H", "H", "H", "H"],
  "coordinates": [[0.34744, 0.54386, -0.18354], [-1.50406, 2.24583, 0.72123], [2.85162, 2.06837, 1.33268], [0.31617, 1.17046, -2.17158], [-1.25647, -0.69353, -0.89643], [0.99577, -3.35203, -0.12110], [1.10380, -1.13070, -0.10869], [1.88200, 1.86840, -0.11457], [-1.78783, 1.74131, 3.34001], [-3.09631, 3.37976, 2.42320], [-2.43534, -1.95049, 2.90870], [-2.81924, -3.06622, -2.04815], [1.53041, 2.64988, -3.69970], [-2.36507, -4.24107, -4.08911], [-1.68841, -2.51662, 0.68939], [2.16229, 2.44039, -1.31575], [1.86293, 0.82676, 2.44075], [-2.15254, 2.45383, 2.26946], [4.65711, 1.47922, 1.17795], [3.18825, 3.37397, -1.57212], [-2.61247, -4.20789, 2.12856], [-1.00743, -4.08036, -3.87250], [3.36728, 3.91788, -2.82496], [-2.04098, -3.84105, 0.92317], [1.37609, 2.12968, -2.43854], [2.55063, 3.57039, -3.89304], [-0.54835, -3.41659, -2.74584], [0.51332, -2.26241, -0.26807], [-1.85859, -1.58012, 1.70568], [-1.01644, -2.11490, -0.60940], [-1.45272, -2.91190, -1.81974], [-2.82818, -3.26202, 3.11675], [-3.27033, -3.73138, -3.17306], [2.58060, 3.84171, 2.01294], [2.70751, 4.00756, -4.86224], [-2.71746, -4.76455, -4.96473], [-2.89140, -5.23562, 2.29859], [1.83555, -0.16158, 1.96666], [-3.55478, 3.54323, 3.30687], [-3.28491, -3.54801, 4.05174], [0.83746, 1.19095, 2.57959], [3.05476, 4.58532, 1.38057], [-3.53290, -2.68794, -1.32865], [5.16298, 1.49750, 2.13833], [-2.58162, -1.21985, 3.69098], [0.88170, 2.35218, -4.50690], [4.16233, 4.63031, -2.97312], [-2.17852, 1.94852, 4.24838], [-1.00363, 1.10795, 3.30626], [1.51862, 4.08118, 2.03873], [0.51114, -3.31281, -2.57791], [-1.53839, -0.54225, 1.54862], [5.23363, 2.09034, 0.49072], [4.68743, 0.45774, 0.80469], [-4.32963, -3.85451, -3.33370], [-2.08483, -0.68140, -1.40688], [2.30335, 0.69734, 3.42308], [3.83447, 3.66343, -0.76033], [-1.86135, -4.58503, 0.16463], [-0.29803, -4.47331, -4.58343], [-3.39550, 3.90437, 1.61973], [2.97709, 3.96651, 3.01516]]
}


(3)
{
  "formula": "C24H28HgN10O5Se",
  "method": "the ωB97M-V functional and the def2-TZVPD basis",
  "orbital_gap_ev": [5.358, 6.262],
  "spin_multiplicity": 2,
  "relative_energy_kcal_mol": 11.9,
  "e_homo_ev": [-2.88, -3.80],
  "energy_ha": -4410.0216,
  "charge": -1,
  "elements": ["Hg", "Se", "O", "O", "O", "O", "O", "N", "N", "N", "N", "N", "N", "N", "N", "N", "N", "C", "C", "C", "C", "C", "C", "C", "C", "C", "C", "C", "C", "C", "C", "C", "C", "C", "C", "C", "C", "C", "C", "C", "C", "H", "H", "H", "H", "H", "H", "H", "H", "H", "H", "H", "H", "H", "H", "H", "H", "H", "H", "H", "H", "H", "H", "H", "H", "H", "H", "H", "H"],
  "coordinates": [[-0.12511, -0.48292, 0.49823], [4.52519, -3.93112, -0.71947], [-0.74351, -1.76472, 2.31683], [-3.10341, -4.08712, 0.19243], [-2.02421, 0.68508, -1.86877], [0.77419, 1.40788, -0.07247], [-2.21291, -2.06792, -0.26307], [5.54719, -2.49472, -0.36887], [3.05259, -3.16562, -0.02177], [2.47149, -1.10302, 0.93983], [-0.82931, 2.26408, 1.37613], [-1.21991, 0.36848, -3.96007], [-0.89251, -3.91062, 0.07583], [-1.22461, 0.97968, 1.63413], [0.29849, -3.18672, 0.18093], [1.86379, -1.61522, -2.30857], [-0.12741, -0.55092, -2.08317], [-2.06021, -3.22942, 0.00493], [-4.37831, -3.47862, 0.06413], [-1.15891, 0.17988, -2.54187], [0.85089, 6.08198, 0.63233], [-2.41291, -2.83892, 3.60403], [0.83609, -0.98712, -2.87207], [-2.31331, 0.79318, 2.34193], [0.20979, 2.35188, 0.58363], [-2.31021, 1.16548, -4.45977], [0.17659, 4.87638, 0.71443], [-1.87871, -1.61342, 2.86063], [4.77319, -1.58102, 0.22423], [2.90569, 4.91928, 0.20943], [-0.28041, -0.13432, -4.77677], [-3.19691, 1.98478, 2.61873], [0.77719, -0.82462, -4.29337], [2.94009, 0.06388, 1.39983], [4.24959, 0.49088, 1.26893], [2.22869, 3.71548, 0.26433], [3.38149, -1.94052, 0.40903], [0.85839, 3.68128, 0.51423], [-2.64841, -0.46192, 2.89573], [2.21339, 6.10858, 0.37903], [5.18949, -0.31762, 0.64423], [2.73939, 7.05318, 0.31823], [1.89589, -1.62912, -1.29517], [1.06959, -3.59642, -0.34897], [-2.63321, 2.72588, 3.18273], [2.21739, 0.70128, 1.88953], [-3.58281, -0.52802, 3.43733], [3.97369, 4.93178, 0.02673], [-5.10801, -4.28472, 0.09773], [-3.46421, 2.45208, 1.67343], [-2.02071, -2.81582, 4.62053], [2.68369, -1.85732, -2.83787], [6.20899, 0.00378, 0.48483], [-2.31851, 1.13378, -5.54947], [0.59989, -3.09632, 1.15123], [-4.53991, -2.76822, 0.87703], [1.53439, -1.23502, -4.94077], [-0.41981, 0.04578, -5.83387], [-0.96031, -4.83182, 0.50433], [-3.50041, -2.85382, 3.63613], [-0.88031, 4.83988, 0.92133], [-2.04471, -3.74612, 3.12563], [-4.45651, -2.94262, -0.88357], [4.52469, 1.46908, 1.63653], [2.73919, 2.77388, 0.12243], [0.31289, 7.01368, 0.75483], [-3.24831, 0.78148, -4.05487], [-4.09821, 1.71208, 3.16393], [-2.20581, 2.19788, -4.11777]]
}